ORCA calculation (ωB97M-V with the def2-TZVPD basis set) on a cluster of 15 separate species, C66H177N15O18 in total at a distorted geometry.

2S+1   1

Each line ends with the Löwdin charge.
Positions of all 276 atoms, in Å:
C (20.98, -14.76, -15.51)  -0.12
O (21.25, -15.01, -16.90)  -0.21
C (22.57, -14.51, -17.26)  -0.19
C (22.87, -14.90, -18.71)  -0.22
N (24.33, -14.87, -18.96)  -0.06
C (24.46, -14.79, -20.44)  -0.20
C (25.97, -14.73, -20.85)  -0.22
O (26.45, -16.01, -20.53)  -0.21
C (27.82, -16.13, -20.95)  -0.10
H (19.96, -15.01, -15.23)  0.08
H (21.00, -13.69, -15.30)  0.08
H (21.60, -15.36, -14.83)  0.08
H (23.24, -15.03, -16.58)  0.12
H (22.64, -13.42, -17.20)  0.12
H (22.34, -14.24, -19.39)  0.12
H (22.58, -15.93, -18.91)  0.12
H (24.67, -15.75, -18.63)  0.10
H (24.08, -13.85, -20.84)  0.11
H (23.91, -15.57, -20.95)  0.12
H (26.60, -14.00, -20.35)  0.12
H (25.99, -14.57, -21.93)  0.11
H (27.97, -15.85, -21.99)  0.08
H (28.14, -17.17, -20.82)  0.09
H (28.45, -15.44, -20.39)  0.08
C (15.29, -10.36, -19.17)  -0.14
O (14.24, -10.83, -19.93)  -0.18
C (13.97, -12.22, -19.77)  -0.23
C (12.68, -12.62, -20.50)  -0.20
N (12.93, -12.31, -21.91)  -0.06
C (11.75, -12.17, -22.79)  -0.18
C (12.11, -11.87, -24.28)  -0.20
O (12.97, -10.70, -24.31)  -0.23
C (13.06, -10.09, -25.61)  -0.10
H (15.09, -9.30, -18.98)  0.09
H (16.28, -10.52, -19.60)  0.09
H (15.37, -10.76, -18.17)  0.08
H (13.78, -12.51, -18.73)  0.11
H (14.82, -12.83, -20.05)  0.12
H (11.92, -11.95, -20.09)  0.11
H (12.43, -13.67, -20.36)  0.12
H (13.48, -11.45, -21.91)  0.09
H (11.09, -11.34, -22.54)  0.11
H (11.19, -13.10, -22.81)  0.11
H (11.25, -11.64, -24.90)  0.11
H (12.72, -12.65, -24.73)  0.12
H (13.37, -10.87, -26.31)  0.08
H (13.84, -9.32, -25.61)  0.08
H (12.11, -9.65, -25.89)  0.08
C (40.99, -2.55, -24.64)  -0.10
O (40.17, -2.93, -23.50)  -0.19
C (38.95, -3.57, -23.89)  -0.21
C (39.01, -5.07, -24.32)  -0.20
N (37.65, -5.58, -24.48)  -0.08
C (37.65, -7.02, -24.74)  -0.20
C (36.23, -7.65, -24.71)  -0.22
O (35.58, -7.49, -23.47)  -0.20
C (34.25, -7.97, -23.44)  -0.11
H (41.41, -3.44, -25.10)  0.07
H (41.82, -1.91, -24.35)  0.08
H (40.42, -2.07, -25.45)  0.08
H (38.43, -2.94, -24.61)  0.11
H (38.36, -3.47, -22.98)  0.12
H (39.53, -5.63, -23.53)  0.11
H (39.53, -5.23, -25.26)  0.11
H (37.13, -5.50, -23.61)  0.10
H (38.43, -7.48, -24.12)  0.11
H (38.03, -7.13, -25.75)  0.11
H (36.21, -8.71, -24.93)  0.11
H (35.58, -7.29, -25.51)  0.12
H (34.20, -9.05, -23.55)  0.09
H (33.66, -7.53, -24.25)  0.08
H (33.72, -7.59, -22.57)  0.09
C (34.44, -18.98, -29.55)  -0.04
C (35.86, -18.24, -29.74)  -0.42
C (36.43, -18.01, -28.31)  -0.21
O (35.60, -17.19, -27.46)  -0.22
C (36.09, -16.78, -26.15)  -0.07
N (36.74, -19.09, -30.45)  0.01
H (34.52, -19.70, -28.73)  0.07
H (34.19, -19.39, -30.54)  0.06
H (33.62, -18.34, -29.24)  0.06
H (35.82, -17.30, -30.30)  0.13
H (37.41, -17.54, -28.38)  0.11
H (36.73, -18.88, -27.72)  0.12
H (36.85, -16.03, -26.37)  0.08
H (36.47, -17.61, -25.55)  0.08
H (35.27, -16.27, -25.65)  0.08
H (36.39, -19.02, -31.39)  0.07
H (37.70, -18.75, -30.51)  0.08
C (10.93, -8.83, -12.30)  -0.07
C (12.23, -8.36, -11.60)  -0.41
C (13.14, -9.53, -11.15)  -0.16
O (12.47, -10.18, -10.01)  -0.20
C (13.21, -11.24, -9.46)  -0.13
N (12.89, -7.49, -12.60)  0.02
H (10.45, -8.06, -12.90)  0.07
H (10.28, -9.12, -11.48)  0.07
H (11.09, -9.73, -12.90)  0.08
H (11.97, -7.88, -10.66)  0.13
H (14.14, -9.17, -10.91)  0.12
H (13.32, -10.26, -11.94)  0.12
H (14.21, -10.99, -9.11)  0.09
H (13.19, -12.05, -10.19)  0.09
H (12.68, -11.58, -8.58)  0.08
H (12.95, -8.08, -13.42)  0.06
H (12.19, -6.84, -12.93)  0.06
C (28.90, -21.44, -16.71)  -0.05
C (27.70, -22.16, -17.46)  -0.44
C (27.06, -23.25, -16.63)  -0.21
O (28.10, -24.16, -16.24)  -0.17
C (27.56, -25.26, -15.46)  -0.11
N (26.78, -21.11, -17.87)  0.02
H (29.77, -22.07, -16.59)  0.07
H (28.57, -21.10, -15.73)  0.07
H (29.32, -20.59, -17.24)  0.06
H (28.10, -22.59, -18.37)  0.13
H (26.24, -23.77, -17.12)  0.12
H (26.63, -22.74, -15.76)  0.13
H (26.97, -25.11, -14.55)  0.08
H (28.30, -25.97, -15.09)  0.08
H (26.86, -25.86, -16.04)  0.08
H (27.19, -20.62, -18.65)  0.07
H (26.00, -21.63, -18.24)  0.06
C (27.61, -10.61, -10.58)  -0.05
C (27.19, -11.84, -11.42)  -0.49
C (26.82, -13.08, -10.56)  -0.20
O (26.20, -14.11, -11.34)  -0.21
C (27.09, -14.62, -12.37)  -0.09
N (26.07, -11.51, -12.22)  0.04
H (26.85, -10.67, -9.80)  0.07
H (27.43, -9.73, -11.20)  0.08
H (28.61, -10.69, -10.15)  0.08
H (28.05, -12.12, -12.02)  0.12
H (25.98, -12.86, -9.91)  0.13
H (27.71, -13.45, -10.05)  0.12
H (26.47, -15.36, -12.88)  0.09
H (28.00, -15.10, -12.00)  0.09
H (27.37, -13.85, -13.09)  0.07
H (25.79, -12.36, -12.69)  0.06
H (25.27, -11.23, -11.67)  0.08
C (25.09, -7.41, -18.16)  -0.07
C (26.54, -7.60, -18.59)  -0.43
C (27.43, -6.36, -18.20)  -0.19
O (26.99, -5.16, -18.82)  -0.20
C (26.90, -5.26, -20.28)  -0.09
N (27.00, -8.83, -17.94)  0.02
H (24.64, -6.64, -18.78)  0.07
H (25.03, -7.07, -17.13)  0.08
H (24.51, -8.32, -18.34)  0.08
H (26.60, -7.76, -19.66)  0.12
H (28.47, -6.46, -18.51)  0.11
H (27.49, -6.07, -17.15)  0.12
H (26.05, -5.86, -20.60)  0.07
H (27.79, -5.58, -20.82)  0.09
H (26.75, -4.22, -20.58)  0.09
H (26.44, -9.59, -18.29)  0.06
H (26.78, -8.80, -16.96)  0.07
C (23.53, -25.53, -7.42)  -0.07
C (22.33, -25.23, -8.32)  -0.43
C (22.49, -24.17, -9.44)  -0.20
O (22.82, -22.90, -8.87)  -0.19
C (22.85, -21.77, -9.75)  -0.09
N (22.02, -26.54, -8.86)  0.01
H (24.39, -26.02, -7.88)  0.08
H (23.23, -26.21, -6.62)  0.07
H (23.90, -24.67, -6.86)  0.07
H (21.47, -24.97, -7.71)  0.14
H (21.56, -24.11, -10.01)  0.11
H (23.18, -24.54, -10.19)  0.12
H (21.91, -21.68, -10.30)  0.08
H (23.63, -21.85, -10.51)  0.08
H (23.02, -20.90, -9.12)  0.09
H (21.22, -26.49, -9.48)  0.07
H (22.79, -26.99, -9.33)  0.07
C (20.69, -15.94, -28.08)  -0.07
C (20.13, -14.59, -27.64)  -0.42
C (18.99, -14.80, -26.57)  -0.18
O (17.88, -15.58, -27.00)  -0.18
C (17.42, -15.41, -28.30)  -0.13
N (21.22, -13.75, -27.07)  0.04
H (21.29, -15.73, -28.97)  0.07
H (19.96, -16.70, -28.34)  0.07
H (21.40, -16.45, -27.42)  0.08
H (19.69, -14.20, -28.55)  0.11
H (18.61, -13.85, -26.21)  0.11
H (19.46, -15.10, -25.63)  0.12
H (16.99, -14.41, -28.39)  0.09
H (16.63, -16.10, -28.61)  0.09
H (18.17, -15.65, -29.06)  0.07
H (21.88, -13.69, -27.83)  0.06
H (20.89, -12.80, -26.96)  0.06
C (18.26, -20.42, -16.26)  -0.07
C (17.09, -20.26, -17.24)  -0.43
C (15.82, -19.70, -16.48)  -0.21
O (15.28, -20.42, -15.39)  -0.21
C (14.52, -19.63, -14.46)  -0.09
N (17.48, -19.39, -18.36)  0.04
H (18.60, -19.47, -15.87)  0.07
H (19.09, -20.87, -16.81)  0.07
H (17.88, -20.99, -15.41)  0.07
H (16.83, -21.25, -17.61)  0.13
H (15.01, -19.90, -17.17)  0.12
H (15.98, -18.64, -16.28)  0.12
H (14.92, -18.64, -14.25)  0.08
H (14.53, -20.21, -13.53)  0.08
H (13.49, -19.57, -14.82)  0.08
H (16.75, -19.35, -19.06)  0.07
H (17.56, -18.45, -18.01)  0.06
C (33.99, -9.62, -32.48)  -0.08
C (34.88, -10.34, -31.47)  -0.39
C (34.27, -11.67, -30.84)  -0.16
O (32.97, -11.36, -30.31)  -0.19
C (32.30, -12.50, -29.91)  -0.15
N (36.12, -10.65, -32.24)  0.01
H (33.17, -9.11, -31.99)  0.07
H (33.66, -10.33, -33.24)  0.08
H (34.49, -8.80, -33.00)  0.07
H (35.08, -9.69, -30.62)  0.13
H (34.95, -12.00, -30.05)  0.12
H (34.23, -12.46, -31.59)  0.12
H (31.35, -12.28, -29.42)  0.09
H (32.85, -13.03, -29.13)  0.09
H (32.07, -13.18, -30.73)  0.09
H (36.40, -9.80, -32.72)  0.05
H (35.88, -11.16, -33.08)  0.06
C (21.33, -15.53, -5.52)  -0.10
C (19.93, -15.33, -6.04)  -0.41
C (19.09, -16.62, -5.70)  -0.19
O (17.80, -16.50, -6.27)  -0.22
C (16.94, -17.63, -6.33)  -0.10
N (19.38, -14.17, -5.34)  0.03
H (21.44, -15.86, -4.49)  0.08
H (22.00, -14.69, -5.68)  0.08
H (21.85, -16.36, -6.01)  0.07
H (19.97, -15.20, -7.12)  0.14
H (18.93, -16.67, -4.62)  0.12
H (19.52, -17.55, -6.09)  0.12
H (16.11, -17.44, -7.02)  0.08
H (16.38, -17.77, -5.40)  0.08
H (17.47, -18.53, -6.62)  0.08
H (18.39, -14.13, -5.55)  0.06
H (19.39, -14.28, -4.33)  0.07
C (21.90, -22.00, -24.68)  -0.09
C (23.22, -22.32, -24.04)  -0.42
C (24.36, -21.29, -24.48)  -0.13
O (24.64, -21.34, -25.94)  -0.20
C (25.69, -20.54, -26.34)  -0.16
N (22.96, -22.29, -22.61)  0.01
H (21.14, -22.74, -24.43)  0.08
H (22.05, -21.99, -25.77)  0.07
H (21.48, -21.04, -24.38)  0.08
H (23.60, -23.31, -24.33)  0.14
H (25.28, -21.57, -23.96)  0.11
H (24.06, -20.28, -24.18)  0.12
H (26.67, -20.76, -25.91)  0.08
H (25.48, -19.47, -26.24)  0.08
H (25.81, -20.73, -27.40)  0.09
H (22.34, -21.51, -22.45)  0.06
H (22.35, -23.03, -22.29)  0.07
C (38.08, -14.86, -17.98)  -0.06
C (37.32, -15.54, -16.83)  -0.44
C (36.05, -16.26, -17.40)  -0.17
O (35.13, -15.30, -17.98)  -0.20
C (34.40, -14.46, -17.09)  -0.11
N (38.18, -16.58, -16.28)  0.01
H (38.40, -15.58, -18.74)  0.08
H (38.90, -14.22, -17.65)  0.07
H (37.32, -14.28, -18.50)  0.07
H (37.05, -14.87, -16.01)  0.12
H (35.58, -16.86, -16.63)  0.11
H (36.42, -16.94, -18.17)  0.12
H (33.89, -15.08, -16.36)  0.09
H (33.68, -13.77, -17.53)  0.08
H (35.03, -13.69, -16.63)  0.08
H (38.94, -16.14, -15.79)  0.07
H (37.69, -17.01, -15.50)  0.06

=====

ORCA calculation (ωB97M-V with the def2-TZVPD basis set) on a cluster of 11 separate species, C66H55N11O22 in total at a distorted geometry.

2S+1   1
SMILES string   O=[N+]([O-])c1ccccc1.O=[N+]([O-])c1ccccc1.O=[N+]([O-])c1ccccc1.O=[N+]([O-])c1ccccc1.O=[N+]([O-])c1ccccc1.O=[N+]([O-])c1ccccc1.O=[N+]([O-])c1ccccc1.O=[N+]([O-])c1ccccc1.O=[N+]([O-])c1ccccc1.O=[N+]([O-])c1ccccc1.O=[N+]([O-])c1ccccc1

Each line ends with the Löwdin charge.
Positions of all 154 atoms, in Å:
C (15.20, -22.35, -11.90)  -0.08
C (16.31, -22.69, -11.25)  -0.11
C (17.52, -22.05, -11.45)  0.01
C (17.54, -20.98, -12.35)  -0.13
C (16.39, -20.59, -13.05)  0.01
C (15.21, -21.33, -12.92)  -0.02
N (18.79, -20.21, -12.51)  -0.31
O (18.96, -19.64, -13.60)  0.06
O (19.61, -20.13, -11.59)  0.07
H (14.28, -22.87, -11.68)  0.11
H (16.18, -23.47, -10.51)  0.11
H (18.38, -22.39, -10.89)  0.12
H (16.40, -19.75, -13.72)  0.10
H (14.28, -21.10, -13.43)  0.09
C (18.06, -18.27, -20.06)  -0.08
C (16.69, -18.14, -20.05)  -0.08
C (16.20, -17.10, -19.32)  -0.01
C (17.04, -16.10, -18.82)  -0.13
C (18.44, -16.19, -18.92)  0.01
C (18.94, -17.33, -19.53)  -0.05
N (16.48, -14.89, -18.23)  -0.32
O (15.33, -14.64, -18.41)  0.09
O (17.26, -14.15, -17.55)  0.02
H (18.50, -19.06, -20.65)  0.10
H (16.03, -18.92, -20.41)  0.10
H (15.12, -17.13, -19.24)  0.10
H (19.16, -15.46, -18.58)  0.12
H (19.99, -17.55, -19.66)  0.11
C (9.77, -12.72, -19.98)  -0.05
C (10.79, -13.28, -19.26)  -0.09
C (11.80, -13.99, -19.87)  0.00
C (11.87, -14.06, -21.26)  -0.10
C (10.87, -13.39, -22.04)  0.00
C (9.84, -12.73, -21.42)  -0.06
N (12.98, -14.83, -21.82)  -0.34
O (13.61, -15.54, -21.06)  0.05
O (13.25, -14.71, -22.99)  0.10
H (9.03, -12.16, -19.42)  0.10
H (10.73, -13.16, -18.19)  0.10
H (12.48, -14.53, -19.23)  0.09
H (10.87, -13.35, -23.12)  0.11
H (9.08, -12.18, -21.96)  0.10
C (15.32, -16.98, -25.57)  -0.08
C (13.98, -17.07, -25.80)  -0.07
C (13.18, -17.68, -24.84)  0.01
C (13.66, -18.00, -23.57)  -0.16
C (15.03, -17.73, -23.30)  0.02
C (15.81, -17.28, -24.33)  -0.07
N (12.80, -18.52, -22.56)  -0.31
O (11.62, -18.60, -22.87)  0.08
O (13.35, -18.82, -21.49)  0.05
H (15.91, -16.57, -26.38)  0.11
H (13.61, -16.93, -26.80)  0.11
H (12.16, -17.94, -25.11)  0.12
H (15.45, -18.00, -22.34)  0.09
H (16.85, -17.23, -24.05)  0.11
C (15.66, -25.64, -18.05)  -0.05
C (15.77, -24.45, -17.31)  -0.07
C (16.37, -23.31, -17.87)  -0.01
C (16.93, -23.36, -19.16)  -0.11
C (16.90, -24.60, -19.84)  -0.01
C (16.17, -25.66, -19.37)  -0.07
N (17.38, -22.13, -19.86)  -0.30
O (17.37, -21.07, -19.23)  0.05
O (17.86, -22.22, -21.02)  0.06
H (15.10, -26.46, -17.61)  0.11
H (15.51, -24.47, -16.26)  0.11
H (16.50, -22.38, -17.34)  0.10
H (17.20, -24.77, -20.87)  0.12
H (16.01, -26.50, -20.03)  0.11
C (15.54, -12.97, -13.04)  -0.06
C (15.61, -12.87, -14.43)  -0.06
C (14.55, -13.26, -15.25)  -0.01
C (13.38, -13.77, -14.69)  -0.11
C (13.25, -13.75, -13.28)  0.00
C (14.33, -13.38, -12.44)  -0.06
N (12.30, -14.21, -15.64)  -0.32
O (12.47, -14.27, -16.83)  0.05
O (11.21, -14.47, -15.19)  0.07
H (16.36, -12.70, -12.39)  0.11
H (16.56, -12.59, -14.87)  0.11
H (14.80, -13.36, -16.30)  0.10
H (12.33, -14.11, -12.84)  0.09
H (14.27, -13.37, -11.37)  0.10
C (11.52, -24.94, -16.84)  -0.08
C (12.21, -24.45, -17.95)  -0.06
C (12.44, -25.29, -19.10)  0.00
C (11.92, -26.57, -19.09)  -0.14
C (11.14, -27.01, -18.01)  -0.01
C (10.90, -26.19, -16.93)  -0.08
N (12.12, -27.53, -20.23)  -0.32
O (13.10, -27.35, -20.95)  0.06
O (11.26, -28.41, -20.42)  0.07
H (11.35, -24.30, -15.99)  0.10
H (12.80, -23.54, -17.96)  0.08
H (12.94, -25.03, -20.03)  0.12
H (10.67, -27.97, -17.88)  0.12
H (10.48, -26.51, -15.99)  0.11
C (8.44, -14.52, -10.95)  -0.08
C (7.11, -14.71, -11.37)  -0.04
C (6.86, -15.68, -12.34)  0.01
C (7.93, -16.46, -12.81)  -0.13
C (9.24, -16.24, -12.36)  0.00
C (9.45, -15.31, -11.37)  -0.10
N (7.71, -17.42, -13.89)  -0.32
O (8.72, -18.07, -14.24)  0.03
O (6.57, -17.74, -14.20)  0.08
H (8.72, -13.73, -10.28)  0.11
H (6.41, -13.98, -10.98)  0.11
H (5.87, -15.83, -12.73)  0.12
H (10.11, -16.80, -12.65)  0.12
H (10.46, -15.04, -11.10)  0.11
C (9.52, -20.44, -18.07)  -0.06
C (9.65, -19.77, -19.27)  -0.09
C (9.93, -20.42, -20.43)  0.02
C (9.96, -21.87, -20.42)  -0.07
C (9.81, -22.56, -19.17)  -0.02
C (9.55, -21.86, -18.02)  -0.06
N (10.19, -22.72, -21.65)  -0.33
O (10.58, -23.90, -21.48)  0.03
O (10.00, -22.24, -22.75)  0.08
H (9.32, -19.88, -17.17)  0.10
H (9.67, -18.69, -19.21)  0.11
H (10.04, -19.97, -21.41)  0.09
H (9.93, -23.61, -18.96)  0.10
H (9.29, -22.43, -17.14)  0.11
C (11.54, -16.94, -17.45)  -0.03
C (12.41, -17.54, -18.40)  -0.06
C (12.84, -18.83, -18.27)  -0.02
C (12.57, -19.54, -17.12)  -0.16
C (11.72, -19.01, -16.14)  -0.02
C (11.25, -17.72, -16.28)  -0.05
N (13.18, -20.87, -16.91)  -0.28
O (14.01, -21.34, -17.74)  0.04
O (12.88, -21.44, -15.86)  0.05
H (10.99, -16.03, -17.61)  0.09
H (12.70, -16.92, -19.24)  0.08
H (13.51, -19.25, -19.02)  0.10
H (11.53, -19.67, -15.30)  0.12
H (10.66, -17.24, -15.51)  0.08
C (15.53, -17.60, -15.68)  -0.07
C (16.02, -16.57, -14.86)  -0.04
C (17.37, -16.33, -14.78)  -0.01
C (18.25, -17.12, -15.47)  -0.17
C (17.77, -18.18, -16.21)  0.00
C (16.39, -18.46, -16.28)  -0.07
N (19.68, -16.80, -15.38)  -0.29
O (20.03, -15.92, -14.56)  0.05
O (20.55, -17.35, -16.10)  0.06
H (14.46, -17.65, -15.82)  0.10
H (15.32, -15.90, -14.38)  0.09
H (17.63, -15.50, -14.13)  0.12
H (18.41, -18.83, -16.79)  0.13
H (16.00, -19.24, -16.91)  0.10

=====

LUMO (eV)
0.41, -1.15
Orbital gap (eV)
9.052, 8.449
Energy above the lowest of the compared OMol25 structures with the same formula, charge and spin (kJ/mol)
351.5, 266.5